# 1
DFT (ωB97M-V/def2-TZVPD) results for a structure of composition C30H43BrIrN2P2S.

Positions of all 80 atoms, in Å:
C: -0.712 7.311 -3.964
C: -0.892 5.939 -4.221
C: -1.200 5.547 -5.536
C: -1.318 6.529 -6.524
N: -1.146 7.826 -6.260
C: -0.851 8.218 -5.019
C: -0.776 4.968 -3.179
C: -0.729 4.104 -2.316
C: -0.586 3.149 -1.284
C: 0.514 3.301 -0.426
C: 0.745 2.374 0.581
C: -0.138 1.300 0.694
C: -1.283 1.151 -0.104
C: -1.494 2.080 -1.120
Ir: 0.146 0.046 2.199
P: 1.910 -1.025 1.307
H: -1.350 4.497 -5.790
H: -0.472 7.673 -2.963
H: -1.559 6.248 -7.556
H: -0.717 9.293 -4.846
H: -2.342 2.000 -1.797
H: 1.190 4.144 -0.559
H: -1.966 0.336 0.136
H: 1.569 2.511 1.279
C: 2.196 -2.672 2.036
C: 3.162 -3.637 1.336
H: 1.197 -3.124 2.108
H: 2.516 -2.503 3.074
H: 3.384 -4.460 2.029
H: 2.741 -4.088 0.429
H: 4.122 -3.183 1.064
C: 1.695 -1.279 -0.488
C: 2.739 -0.644 -1.392
H: 0.702 -0.868 -0.712
H: 1.633 -2.359 -0.680
H: 2.480 -0.828 -2.442
H: 2.804 0.442 -1.266
H: 3.738 -1.062 -1.227
C: 3.360 0.047 1.607
C: 4.719 -0.636 1.568
H: 3.202 0.519 2.589
H: 3.331 0.860 0.867
H: 5.502 0.121 1.706
H: 4.837 -1.378 2.364
H: 4.910 -1.133 0.612
Br: -0.779 -1.638 3.716
P: -2.755 -3.638 -1.994
C: -0.905 -3.697 -1.875
C: -0.348 -5.111 -2.030
H: -0.608 -3.269 -0.906
H: -0.516 -3.041 -2.668
H: 0.718 -5.062 -2.286
H: -0.447 -5.678 -1.096
H: -0.865 -5.667 -2.824
C: -3.194 -3.313 -0.222
C: -4.600 -3.822 0.097
H: -3.107 -2.241 0.018
H: -2.442 -3.857 0.368
H: -4.686 -3.997 1.175
H: -5.370 -3.097 -0.195
H: -4.804 -4.766 -0.424
C: -2.955 -1.918 -2.642
C: -3.208 -1.896 -4.148
H: -2.058 -1.336 -2.385
H: -3.812 -1.488 -2.103
H: -3.677 -0.942 -4.417
H: -2.272 -1.986 -4.713
H: -3.876 -2.709 -4.459
S: 1.045 1.506 3.692
C: 0.747 1.010 5.309
N: -0.543 1.071 5.779
C: -0.900 0.560 6.998
C: 0.079 0.071 7.828
C: 1.409 0.055 7.424
C: 1.738 0.518 6.152
H: -1.276 1.344 5.124
H: -1.972 0.544 7.193
H: -0.214 -0.337 8.789
H: 2.192 -0.334 8.071
H: 2.744 0.504 5.741

* HOMO energy (alpha / beta): -0.6409 / -0.6749 Ha
* multiplicity: 6
* lowest unoccupied orbital energy (alpha / beta): -10.7 / -14.0 eV
* <S²>: 8.835
* charge: +4
* max |F|: 4.51 eV/A

These are the Mulliken partial charges, in e, on atoms 1 to 2: atom 1 (C): -0.187, atom 2 (C): 0.595

# 2
DFT (ωB97M-V/def2-TZVPD) results for a structure of composition C30H43Cl3N5O3PtSi.

Positions of all 86 atoms, in Å:
C: -4.228 -0.079 -2.434
C: -4.057 -0.660 -1.087
H: -4.887 -0.678 -3.072
H: -3.232 -0.047 -2.895
H: -4.567 0.969 -2.379
C: -4.924 -1.547 -0.585
C: -6.037 -2.179 -1.353
H: -4.904 -1.800 0.472
H: -5.890 -2.180 -2.440
H: -6.991 -1.673 -1.144
H: -6.160 -3.221 -1.034
Pt: 0.199 0.325 -0.650
Cl: -0.675 2.444 -0.436
Cl: 1.389 0.087 -2.710
C: -0.335 0.651 2.486
O: 0.028 -0.141 1.567
N: -0.238 0.280 3.754
C: 0.386 -0.988 4.146
C: -0.835 1.096 4.803
H: -0.762 1.645 2.258
H: 1.031 -1.383 3.352
H: -0.372 -1.738 4.420
H: 0.983 -0.810 5.048
H: -1.265 1.995 4.333
H: -0.053 1.374 5.526
H: -1.624 0.507 5.297
H: -1.539 -2.506 -2.479
H: -2.667 -3.846 -0.137
C: -0.755 -3.229 -2.209
C: -1.656 -4.283 -0.138
N: -0.687 -3.386 -0.759
H: 0.217 -2.872 -2.571
C: 0.132 -2.632 -0.031
O: 0.889 -1.732 -0.530
H: -1.346 -4.485 0.895
H: 0.142 -2.846 1.054
H: -1.012 -4.211 -2.619
H: -1.679 -5.213 -0.716
O: -1.729 -0.647 -0.856
C: -2.875 -0.103 -0.288
C: -2.724 -1.474 1.854
C: -3.059 -0.280 1.232
H: -2.148 -2.206 1.276
C: -3.128 -1.705 3.174
H: -2.827 0.983 -0.452
C: -3.672 0.749 1.950
H: -2.862 -2.643 3.663
C: -3.852 -0.723 3.858
C: -4.111 0.508 3.252
H: -3.805 1.718 1.458
H: -4.193 -0.903 4.884
H: -4.633 1.298 3.796
Si: 0.461 0.664 -4.745
Cl: -1.442 0.237 -3.910
C: 1.591 -0.888 -5.205
C: 0.878 2.523 -4.531
C: 0.310 0.915 -6.671
H: 1.595 -1.694 -4.454
H: 2.613 -0.473 -5.269
H: 1.270 -1.331 -6.160
H: 0.062 -0.060 -7.102
H: 1.254 1.269 -7.106
H: -0.481 1.631 -6.914
H: 0.546 2.994 -3.590
H: 0.460 3.075 -5.397
H: 1.979 2.566 -4.591
N: 8.823 3.150 5.177
C: 8.009 2.874 4.383
C: 7.033 2.551 3.390
C: 6.127 1.501 3.607
C: 5.169 1.183 2.637
C: 5.124 1.936 1.456
C: 6.056 2.958 1.216
C: 6.991 3.276 2.197
N: 4.044 1.768 0.567
C: 3.770 2.588 -0.531
C: 2.562 2.214 -1.029
N: 2.107 1.151 -0.264
C: 3.006 0.883 0.684
H: 6.151 0.932 4.536
H: 4.441 0.381 2.807
H: 6.038 3.523 0.287
H: 7.684 4.099 2.040
H: 4.433 3.356 -0.881
H: 1.965 2.607 -1.837
H: 2.964 0.065 1.399

* HOMO energy (alpha / beta): -0.0906 / -0.1604 Ha
* multiplicity: 3
* lowest unoccupied orbital energy (alpha / beta): 1.5 / 1.5 eV
* <S²>: 2.008
* charge: -1
* max |F|: 3.83 eV/A

These are the Mulliken partial charges, in e, on atoms 1 to 2: atom 1 (C): -0.383, atom 2 (C): 0.030

# 3
DFT (ωB97M-V/def2-TZVPD) results for a structure of composition C30H43ClGdIN3O6P3.

Positions of all 88 atoms, in Å:
Gd: -1.340 0.264 -0.639
C: -2.143 0.934 4.428
O: -2.135 2.026 3.455
C: -1.635 1.741 2.273
O: -1.549 0.587 1.870
N: -1.259 2.836 1.549
N: -1.039 2.681 0.195
H: -1.785 1.318 5.397
H: -1.519 0.124 4.050
H: -3.128 0.476 4.550
H: -1.173 3.761 1.989
H: -0.058 2.960 -0.026
H: -1.619 3.331 -0.315
C: -4.749 -0.138 1.831
P: -3.866 -0.958 0.464
C: -5.414 -1.415 -0.520
C: -3.341 -2.530 1.333
C: -2.285 -3.322 0.555
P: -0.702 -2.408 0.396
C: 0.326 -3.518 -0.647
C: -0.012 -2.484 2.068
H: -5.455 -0.827 2.319
H: -5.396 0.703 1.559
H: -4.056 0.133 2.642
H: -6.230 -1.641 0.162
H: -5.197 -2.252 -1.145
H: -5.633 -0.529 -1.111
H: -4.181 -3.219 1.520
H: -2.924 -2.137 2.267
H: -2.684 -3.528 -0.418
H: -2.035 -4.318 0.981
H: 0.371 -4.481 -0.142
H: 1.303 -3.064 -0.759
H: -0.187 -3.639 -1.605
H: 0.026 -3.529 2.381
H: -0.666 -1.983 2.817
H: 1.002 -2.139 2.097
O: 0.980 0.373 -0.256
P: 2.497 0.436 -0.143
C: 3.050 0.798 1.538
C: 4.416 1.044 1.731
C: 4.935 1.240 3.013
C: 4.075 1.101 4.120
C: 2.722 0.766 3.943
C: 2.262 0.614 2.642
C: 3.093 1.674 -1.295
C: 4.382 1.653 -1.870
C: 4.825 2.701 -2.689
C: 4.037 3.841 -2.807
C: 2.765 3.867 -2.304
C: 2.288 2.779 -1.566
C: 3.275 -1.140 -0.451
C: 3.643 -1.954 0.656
C: 4.103 -3.250 0.458
C: 4.328 -3.655 -0.871
C: 4.043 -2.823 -1.974
C: 3.456 -1.592 -1.763
H: 5.062 1.014 0.887
H: 6.023 1.296 3.133
H: 4.480 1.259 5.126
H: 2.048 0.775 4.806
H: 1.205 0.303 2.484
H: 5.003 0.767 -1.886
H: 5.748 2.549 -3.264
H: 4.305 4.662 -3.435
H: 2.163 4.778 -2.478
H: 1.289 2.789 -1.279
H: 3.505 -1.527 1.683
H: 4.300 -3.953 1.267
H: 4.739 -4.638 -1.088
H: 4.146 -3.206 -2.981
H: 3.098 -0.975 -2.614
Cl: 1.607 0.127 -4.567
C: -0.093 -0.577 -4.515
C: -0.744 -0.159 -3.216
O: -1.498 -0.994 -2.637
O: -0.628 0.993 -2.762
H: -0.073 -1.685 -4.692
H: -0.607 -0.137 -5.380
N: -4.012 1.460 -3.450
C: -4.137 1.815 -2.165
O: -3.228 1.523 -1.379
C: -5.400 2.460 -1.711
I: -4.972 3.868 -0.137
H: -3.266 0.914 -3.814
H: -4.803 1.434 -4.103
H: -6.115 1.768 -1.279
H: -5.954 3.005 -2.484

* HOMO energy (alpha / beta): -0.5094 / -0.5054 Ha
* multiplicity: 8
* lowest unoccupied orbital energy (alpha / beta): -4.6 / -7.9 eV
* <S²>: 16.034
* charge: +2
* max |F|: 2.43 eV/A

These are the Mulliken partial charges, in e, on atoms 1 to 2: atom 1 (Gd): -0.234, atom 2 (C): -0.531

# 4
DFT (ωB97M-V/def2-TZVPD) results for a structure of composition C30H43CoN7OP2S.

Positions of all 85 atoms, in Å:
Co: -0.055 0.036 0.208
C: 0.382 -2.875 2.389
P: 0.317 -1.054 2.190
C: 1.476 -0.560 3.554
C: -1.188 -0.637 3.171
C: -1.575 -1.371 4.289
C: -2.659 -1.005 5.063
C: -3.385 0.136 4.744
C: -3.027 0.873 3.637
C: -1.948 0.500 2.840
P: -1.551 1.446 1.345
C: -1.501 3.154 2.111
C: -3.165 1.630 0.476
H: 0.161 -3.156 3.415
H: 1.382 -3.218 2.148
H: -0.341 -3.336 1.722
H: 1.208 -1.112 4.453
H: 1.361 0.501 3.759
H: 2.501 -0.780 3.282
H: -1.031 -2.257 4.583
H: -2.926 -1.597 5.927
H: -4.224 0.437 5.353
H: -3.593 1.757 3.379
H: -2.507 3.511 2.328
H: -1.015 3.862 1.442
H: -0.943 3.115 3.045
H: -3.961 1.915 1.162
H: -3.426 0.691 -0.006
H: -3.042 2.402 -0.282
S: -2.490 -3.550 -0.865
C: -3.371 -2.807 0.423
C: -2.756 -1.688 0.903
C: -1.532 -1.365 0.271
C: -1.256 -2.296 -0.733
C: -0.167 -2.250 -1.627
C: 0.010 -3.146 -2.703
C: 1.064 -2.976 -3.558
C: 1.964 -1.926 -3.316
C: 1.744 -1.106 -2.228
N: 0.710 -1.226 -1.407
H: -4.297 -3.241 0.748
H: -3.229 -1.137 1.695
H: -0.704 -3.943 -2.853
H: 1.204 -3.634 -4.405
H: 2.807 -1.758 -3.969
H: 2.432 -0.303 -2.005
N: 6.264 -0.879 0.917
C: 5.062 -1.484 0.638
C: 3.856 -0.955 1.104
N: 2.684 -1.563 0.914
C: 2.736 -2.702 0.212
C: 3.925 -3.231 -0.236
N: 5.106 -2.642 -0.028
H: 6.253 0.114 1.074
H: 7.045 -1.230 0.387
H: 3.847 -0.017 1.645
H: 1.797 -3.185 0.004
H: 3.950 -4.164 -0.778
C: 1.803 2.134 1.601
C: 1.381 1.214 0.479
O: 1.954 1.250 -0.581
H: 2.147 3.075 1.165
H: 2.639 1.675 2.123
H: 1.003 2.312 2.309
C: 0.560 3.472 -3.741
N: -0.202 2.970 -2.622
C: 0.205 3.534 -1.360
C: -0.826 1.760 -2.679
N: -0.981 1.018 -1.642
N: -1.318 1.430 -3.943
C: -2.193 2.376 -4.606
C: -1.660 0.049 -4.206
H: 1.630 3.427 -3.517
H: 0.302 4.515 -3.940
H: 0.363 2.872 -4.623
H: 0.005 4.610 -1.369
H: 1.274 3.376 -1.186
H: -0.353 3.053 -0.560
H: -1.608 0.243 -1.831
H: -2.060 3.367 -4.181
H: -3.245 2.087 -4.484
H: -1.974 2.409 -5.675
H: -0.925 -0.615 -3.754
H: -1.638 -0.107 -5.285
H: -2.662 -0.223 -3.842

* HOMO energy (alpha / beta): -0.2247 / -0.2298 Ha
* multiplicity: 2
* lowest unoccupied orbital energy (alpha / beta): 0.6 / 0.6 eV
* <S²>: 0.784
* max |F|: 2.96 eV/A

These are the Mulliken partial charges, in e, on atoms 1 to 2: atom 1 (Co): 0.261, atom 2 (C): -1.754

# 5
DFT (ωB97M-V/def2-TZVPD) results for a cluster of 8 separate species, C30H43N8O13 in total.

Positions of all 94 atoms, in Å:
N: -0.687 -0.703 1.179
O: -0.228 -0.481 2.271
O: -0.529 -1.837 0.725
O: -1.224 0.227 0.498
C: 3.145 -0.026 -0.999
C: 3.740 0.062 -2.416
C: 3.073 -0.695 -3.471
C: 2.118 -1.891 -3.074
C: 1.589 -1.870 -1.681
C: 2.209 -0.891 -0.678
N: 1.626 -2.794 -4.094
O: 2.405 -3.122 -5.040
O: 0.484 -3.242 -3.878
H: 3.531 0.607 -0.322
H: 4.582 0.687 -2.637
H: 3.323 -0.592 -4.593
H: 1.029 -2.543 -1.294
H: 1.867 -0.971 0.466
C: 0.087 2.427 -2.729
C: -0.886 1.222 -2.785
C: -1.979 1.190 -3.780
C: -2.080 2.323 -4.896
C: -0.924 3.465 -4.777
C: 0.104 3.465 -3.649
N: -2.977 2.276 -5.983
O: -3.765 1.263 -6.008
O: -3.083 3.353 -6.682
H: 0.804 2.417 -1.765
H: -0.644 0.364 -1.980
H: -2.708 0.280 -3.773
H: -1.006 4.114 -5.651
H: 0.781 4.247 -3.616
C: 2.887 -1.568 5.407
C: 4.132 -0.984 6.050
C: 4.880 0.210 5.356
C: 4.544 0.420 3.799
C: 3.353 -0.212 3.228
C: 2.501 -1.317 4.122
N: 5.203 1.569 3.156
O: 5.888 2.353 3.772
O: 4.912 1.664 1.915
H: 2.355 -2.316 6.008
H: 4.548 -1.206 7.083
H: 5.675 0.868 5.646
H: 3.122 0.013 2.392
H: 1.573 -1.724 3.514
C: 0.374 -6.885 2.174
O: 0.732 -7.842 2.845
N: 1.271 -5.874 2.018
C: 0.781 -4.614 1.390
C: 2.644 -5.928 2.622
H: -0.516 -6.828 1.751
H: 0.868 -4.594 0.279
H: 1.508 -3.817 1.772
H: -0.127 -4.237 1.698
H: 3.124 -4.940 2.374
H: 3.084 -6.628 2.151
H: 2.568 -6.195 3.659
C: 1.938 4.847 0.240
O: 1.545 5.753 -0.553
N: 1.119 4.044 0.778
C: 1.604 2.803 1.503
C: -0.284 4.043 0.574
H: 2.953 4.705 0.435
H: 1.034 2.002 1.613
H: 2.052 3.018 2.333
H: 2.349 2.481 0.939
H: -0.872 3.475 1.203
H: -0.506 4.060 -0.458
H: -0.362 5.113 0.927
C: -4.709 -1.546 -3.202
O: -5.532 -0.890 -2.549
N: -3.746 -2.149 -2.675
C: -2.902 -2.906 -3.558
C: -3.505 -2.064 -1.231
H: -4.751 -1.460 -4.404
H: -3.049 -3.975 -3.456
H: -1.962 -2.761 -3.253
H: -2.846 -2.535 -4.651
H: -3.931 -2.703 -0.561
H: -3.711 -1.141 -0.902
H: -2.483 -2.239 -0.900
C: -3.604 3.202 0.623
O: -3.299 4.270 0.116
N: -4.491 3.224 1.751
C: -5.089 1.932 2.223
C: -4.792 4.482 2.493
H: -3.301 2.176 0.101
H: -4.532 1.625 3.257
H: -5.047 1.116 1.316
H: -6.124 2.350 2.730
H: -4.260 5.262 2.339
H: -4.707 3.995 3.515
H: -5.824 4.688 2.289

* HOMO energy: -0.2422 Ha
* lowest unoccupied orbital energy: 0.5 eV
* charge: -1
* max |F|: 15.88 eV/A

These are the Mulliken partial charges, in e, on atoms 1 to 2: atom 1 (N): 0.747, atom 2 (O): -0.686

Repeat the third record exactly.
DFT (ωB97M-V/def2-TZVPD) results for a structure of composition C30H43ClGdIN3O6P3.

Positions of all 88 atoms, in Å:
Gd: -1.340 0.264 -0.639
C: -2.143 0.934 4.428
O: -2.135 2.026 3.455
C: -1.635 1.741 2.273
O: -1.549 0.587 1.870
N: -1.259 2.836 1.549
N: -1.039 2.681 0.195
H: -1.785 1.318 5.397
H: -1.519 0.124 4.050
H: -3.128 0.476 4.550
H: -1.173 3.761 1.989
H: -0.058 2.960 -0.026
H: -1.619 3.331 -0.315
C: -4.749 -0.138 1.831
P: -3.866 -0.958 0.464
C: -5.414 -1.415 -0.520
C: -3.341 -2.530 1.333
C: -2.285 -3.322 0.555
P: -0.702 -2.408 0.396
C: 0.326 -3.518 -0.647
C: -0.012 -2.484 2.068
H: -5.455 -0.827 2.319
H: -5.396 0.703 1.559
H: -4.056 0.133 2.642
H: -6.230 -1.641 0.162
H: -5.197 -2.252 -1.145
H: -5.633 -0.529 -1.111
H: -4.181 -3.219 1.520
H: -2.924 -2.137 2.267
H: -2.684 -3.528 -0.418
H: -2.035 -4.318 0.981
H: 0.371 -4.481 -0.142
H: 1.303 -3.064 -0.759
H: -0.187 -3.639 -1.605
H: 0.026 -3.529 2.381
H: -0.666 -1.983 2.817
H: 1.002 -2.139 2.097
O: 0.980 0.373 -0.256
P: 2.497 0.436 -0.143
C: 3.050 0.798 1.538
C: 4.416 1.044 1.731
C: 4.935 1.240 3.013
C: 4.075 1.101 4.120
C: 2.722 0.766 3.943
C: 2.262 0.614 2.642
C: 3.093 1.674 -1.295
C: 4.382 1.653 -1.870
C: 4.825 2.701 -2.689
C: 4.037 3.841 -2.807
C: 2.765 3.867 -2.304
C: 2.288 2.779 -1.566
C: 3.275 -1.140 -0.451
C: 3.643 -1.954 0.656
C: 4.103 -3.250 0.458
C: 4.328 -3.655 -0.871
C: 4.043 -2.823 -1.974
C: 3.456 -1.592 -1.763
H: 5.062 1.014 0.887
H: 6.023 1.296 3.133
H: 4.480 1.259 5.126
H: 2.048 0.775 4.806
H: 1.205 0.303 2.484
H: 5.003 0.767 -1.886
H: 5.748 2.549 -3.264
H: 4.305 4.662 -3.435
H: 2.163 4.778 -2.478
H: 1.289 2.789 -1.279
H: 3.505 -1.527 1.683
H: 4.300 -3.953 1.267
H: 4.739 -4.638 -1.088
H: 4.146 -3.206 -2.981
H: 3.098 -0.975 -2.614
Cl: 1.607 0.127 -4.567
C: -0.093 -0.577 -4.515
C: -0.744 -0.159 -3.216
O: -1.498 -0.994 -2.637
O: -0.628 0.993 -2.762
H: -0.073 -1.685 -4.692
H: -0.607 -0.137 -5.380
N: -4.012 1.460 -3.450
C: -4.137 1.815 -2.165
O: -3.228 1.523 -1.379
C: -5.400 2.460 -1.711
I: -4.972 3.868 -0.137
H: -3.266 0.914 -3.814
H: -4.803 1.434 -4.103
H: -6.115 1.768 -1.279
H: -5.954 3.005 -2.484

* HOMO energy (alpha / beta): -0.5094 / -0.5054 Ha
* multiplicity: 8
* lowest unoccupied orbital energy (alpha / beta): -4.6 / -7.9 eV
* <S²>: 16.034
* charge: +2
* max |F|: 2.43 eV/A

These are the Mulliken partial charges, in e, on atoms 1 to 2: atom 1 (Gd): -0.234, atom 2 (C): -0.531